Record 1
Computed, not measured: a molecular structure, C28H79AlF2N7O16S2 in a non-equilibrium geometry, with ωB97M-V/def2-TZVPD.

Cartesian coordinates (Å):
1 Al -1.3334 3.1605 -1.8820
2 N -0.5247 0.9413 -0.3373
3 S 0.3503 -0.3087 -0.5913
4 O -0.2229 -1.5233 -1.0870
5 O 1.5681 -0.3627 0.1846
6 F 0.9155 0.2570 -2.0181
7 S -1.2461 0.2509 1.0827
8 O -0.4370 0.2821 2.2708
9 O -2.2064 -0.8032 0.8296
10 F -2.2000 1.4857 1.4074
11 N 1.6172 2.0770 -4.5593
12 O 0.5517 2.1338 -3.9241
13 O 2.6438 2.4593 -3.9849
14 O 1.6268 1.6220 -5.6861
15 C -5.1889 0.0267 -1.2749
16 C -3.8465 0.6362 -1.6423
17 C -3.0384 -0.2618 -2.5748
18 O -1.8419 0.3881 -3.0014
19 C -1.1814 -0.4497 -3.9407
20 N -4.0771 1.9172 -2.3463
21 H -5.1492 -0.9198 -0.7366
22 H -5.8220 -0.0817 -2.1610
23 H -5.7678 0.7353 -0.6764
24 H -3.3324 0.9256 -0.7239
25 H -3.6568 -0.6429 -3.3896
26 H -2.7214 -1.0743 -1.9099
27 H -1.7387 -0.7540 -4.8267
28 H -0.5823 -1.2074 -3.4306
29 H -0.3549 0.0997 -4.4092
30 H -4.5065 1.7213 -3.2516
31 H -4.8229 2.4813 -1.9431
32 C -3.6831 6.1662 1.3126
33 C -2.6097 5.2871 0.6379
34 C -1.4937 4.8435 1.5556
35 O -0.5940 4.0121 0.8355
36 C 0.4623 3.5663 1.6411
37 N -3.3059 4.0529 0.1849
38 H -4.1346 5.6142 2.1358
39 H -4.4092 6.3847 0.5299
40 H -3.3397 7.1146 1.7277
41 H -2.1693 5.7997 -0.2201
42 H -1.8370 4.3218 2.4551
43 H -0.9115 5.7017 1.9102
44 H 1.0977 4.3850 1.9947
45 H 1.1943 2.9547 1.1035
46 H 0.1465 2.8772 2.4300
47 H -4.0010 4.3993 -0.4733
48 H -3.8349 3.6719 0.9867
49 C 2.1926 -1.9675 3.6019
50 C 1.5438 -2.9261 2.6068
51 C 2.5215 -3.3269 1.4816
52 O 1.8827 -4.2667 0.6446
53 C 2.1379 -4.0762 -0.7344
54 N 1.0531 -4.1186 3.3230
55 H 1.4031 -1.5985 4.2590
56 H 2.6791 -1.1056 3.1471
57 H 2.9238 -2.4898 4.2235
58 H 0.7543 -2.3931 2.0682
59 H 3.4483 -3.7821 1.8509
60 H 2.7716 -2.4080 0.9430
61 H 1.6980 -4.8702 -1.3321
62 H 3.2143 -4.0548 -0.9308
63 H 1.7502 -3.1218 -1.1176
64 H 1.1022 -4.8705 2.6385
65 H 1.7907 -4.2861 4.0033
66 C 3.5547 1.5020 2.7247
67 C 4.5614 1.2322 1.6300
68 C 5.2170 -0.1763 1.7122
69 O 5.6602 -0.3673 3.0390
70 C 6.2156 -1.6398 3.2052
71 N 3.8786 1.4475 0.3701
72 H 3.1768 2.5211 2.6903
73 H 3.8905 1.2509 3.7307
74 H 2.7111 0.8130 2.5885
75 H 5.3702 1.9689 1.6960
76 H 5.9894 -0.3789 0.9652
77 H 4.4095 -0.9010 1.5280
78 H 6.3897 -1.8381 4.2602
79 H 7.1620 -1.7735 2.6629
80 H 5.6376 -2.4736 2.7817
81 H 4.4546 1.1784 -0.4241
82 H 3.1131 0.7663 0.3653
83 C -0.6725 -4.0048 -6.4271
84 C -0.2266 -2.9173 -7.3700
85 C 1.0669 -2.2112 -6.9451
86 O 1.0460 -1.9434 -5.5582
87 C 2.1426 -1.1737 -5.1230
88 N -0.1901 -3.4227 -8.7466
89 H -0.8972 -3.6471 -5.4209
90 H 0.0894 -4.7785 -6.3170
91 H -1.6213 -4.4348 -6.7535
92 H -1.0324 -2.1681 -7.3682
93 H 1.1733 -1.2902 -7.5253
94 H 1.9010 -2.8796 -7.1882
95 H 2.3362 -0.2603 -5.6916
96 H 3.0197 -1.8261 -5.0648
97 H 1.8704 -0.8628 -4.1122
98 H -1.0778 -3.7594 -9.0950
99 H 0.0801 -2.6899 -9.3945
100 C -5.1113 0.7860 3.5285
101 C -5.2042 1.5514 2.2111
102 O -4.7015 2.8999 2.3094
103 H -5.3628 1.4491 4.3568
104 H -4.1136 0.3711 3.6612
105 H -5.8086 -0.0515 3.5049
106 H -6.2459 1.6335 1.8847
107 H -4.6373 1.0699 1.4147
108 H -5.3059 3.2944 2.9509
109 C -2.3192 -2.2143 3.8122
110 C -2.8431 -3.0240 5.0113
111 O -3.6232 -4.1208 4.4982
112 H -1.7049 -1.3700 4.1297
113 H -3.1605 -1.8823 3.1986
114 H -1.7404 -2.8068 3.1004
115 H -3.4407 -2.3970 5.6643
116 H -1.9327 -3.4187 5.4676
117 H -2.9543 -4.6969 4.1136
118 C -1.6060 1.7441 4.7784
119 C -0.1098 1.5490 5.0202
120 O 0.3269 2.6170 5.8573
121 H -2.1051 1.7460 5.7480
122 H -1.9447 0.8679 4.2281
123 H -1.8439 2.6687 4.2557
124 H 0.5035 1.6276 4.1189
125 H 0.0767 0.5581 5.4450
126 H 1.2812 2.7078 5.8911
127 C 4.0958 -1.2544 -2.1986
128 C 4.4218 0.1522 -2.6859
129 O 5.7342 0.5850 -2.3221
130 H 3.0188 -1.3795 -2.2865
131 H 4.4387 -1.2287 -1.1632
132 H 4.5596 -1.9957 -2.8464
133 H 3.7086 0.8752 -2.2752
134 H 4.3281 0.2419 -3.7729
135 H 6.0081 1.2811 -2.9250

Cartesian forces (eV/Å) of the 6 atoms listed first:
Al -0.6 -1.6 1.1
N -2.4 -0.7 3.3
S 4.8 -1.1 -5.5
O -0.4 0.2 1.4
O -1.2 -0.4 0.3
F 0.2 0.2 0.7

Computed properties:
gap between HOMO and LUMO: 1.75 eV
ΔE to the lowest compared entry with this formula, charge and spin: 1.4094 eV
charge: +1
total energy: -3939.1182 Eh

---

Record 2
Computed, not measured: 12 unconnected molecules or ions with the total composition C28H81F3N13O13 in a non-equilibrium geometry, with ωB97M-V/def2-TZVPD.

Cartesian coordinates (Å):
1 C -0.5801 2.0596 -0.7308
2 O -0.0556 1.7045 0.5694
3 O -1.7387 2.7056 -0.5730
4 C 0.5512 2.8187 -1.4251
5 F 1.7035 2.1443 -1.4988
6 F 0.1673 3.0237 -2.7194
7 F 0.7864 4.0412 -0.9296
8 C -0.4952 0.4472 1.0631
9 C 0.0282 0.3592 2.4775
10 H -0.3272 1.2136 3.0557
11 H -0.4161 -0.5015 2.9923
12 H 1.1004 0.2398 2.5779
13 H -0.1413 -0.3953 0.4535
14 H -1.5860 0.3916 1.0882
15 H -0.7654 1.1657 -1.3566
16 C -1.0219 6.4479 -1.9540
17 O -0.5597 6.5770 -0.8301
18 N -1.0999 7.5026 -2.8483
19 N -1.7077 5.3339 -2.3244
20 H -0.6787 8.3655 -2.5614
21 H -1.1965 7.2964 -3.8255
22 H -2.0654 5.1330 -3.2412
23 H -1.6157 4.5043 -1.7431
24 C 3.2173 6.6140 0.9387
25 O 4.2166 6.9364 1.5653
26 N 2.8582 5.3189 0.7001
27 N 2.3149 7.5330 0.4501
28 H 3.4490 4.5734 1.0159
29 H 2.0111 5.1122 0.2032
30 H 1.5169 7.2259 -0.0844
31 H 2.3361 8.4756 0.7832
32 C 3.5498 1.5621 2.0554
33 O 4.5414 1.4387 2.7739
34 N 2.4617 2.2963 2.4308
35 N 3.3895 0.9180 0.8587
36 H 2.5366 2.8911 3.2336
37 H 1.6406 2.3257 1.8487
38 H 4.0012 0.1639 0.5755
39 H 2.4776 0.9729 0.4319
40 C -3.5487 4.7371 1.9216
41 O -4.1781 5.5246 2.6228
42 N -2.6335 5.1274 0.9902
43 N -3.7402 3.3798 1.9811
44 H -2.4029 6.1035 0.9976
45 H -2.0867 4.4418 0.4837
46 H -4.3388 3.0566 2.7151
47 H -3.1779 2.7681 1.4145
48 C -2.2757 -2.1753 -6.4130
49 C -0.8207 -2.5902 -6.2491
50 C -0.1135 -1.7242 -5.2153
51 O -0.6875 -1.9987 -3.9547
52 C -0.4265 -1.0052 -3.0113
53 N -0.6236 -4.0268 -5.9498
54 H -2.2920 -1.1413 -6.7619
55 H -2.8773 -2.2577 -5.5085
56 H -2.7434 -2.8492 -7.1377
57 H -0.2683 -2.4516 -7.1865
58 H -0.2264 -0.6750 -5.5092
59 H 0.9561 -1.9660 -5.1746
60 H -0.8726 -0.0406 -3.2931
61 H 0.6389 -0.8322 -2.8010
62 H -0.8722 -1.2638 -2.0475
63 H -0.4957 -4.1358 -4.9462
64 H -1.4929 -4.5244 -6.1180
65 C -4.3213 -2.0967 -0.3999
66 C -4.1267 -0.8403 -1.2174
67 C -5.0873 -0.6786 -2.3687
68 O -4.7652 -1.5932 -3.3901
69 C -5.5486 -1.4421 -4.5493
70 N -4.2761 0.3985 -0.3515
71 H -5.1349 -2.0048 0.3222
72 H -3.4295 -2.2875 0.2024
73 H -4.5323 -2.9761 -1.0141
74 H -3.1048 -0.7650 -1.6077
75 H -5.0718 0.3428 -2.7741
76 H -6.1230 -0.8529 -2.0237
77 H -5.5104 -0.4054 -4.9060
78 H -6.5900 -1.6992 -4.3067
79 H -5.1576 -2.1304 -5.2921
80 H -3.3438 0.7193 -0.1286
81 H -4.6891 1.0767 -0.9836
82 C 3.4916 -1.2942 -2.1665
83 C 4.9438 -1.7589 -2.1593
84 C 5.3552 -2.2853 -0.7900
85 O 5.2348 -1.2149 0.1614
86 C 5.6952 -1.5870 1.4612
87 N 5.0605 -2.8499 -3.1436
88 H 3.3543 -0.4434 -1.5038
89 H 2.8172 -2.1233 -1.9513
90 H 3.2714 -0.9724 -3.1877
91 H 5.6378 -0.9475 -2.3763
92 H 6.4197 -2.5570 -0.7913
93 H 4.7300 -3.1059 -0.4205
94 H 6.7769 -1.7348 1.4279
95 H 5.1680 -2.4670 1.8406
96 H 5.4544 -0.7327 2.0964
97 H 4.3166 -3.5294 -3.0490
98 H 5.9286 -3.3504 -2.9767
99 C 4.2860 -1.4796 7.0006
100 C 4.2015 -0.9055 5.5933
101 C 2.9219 -0.0884 5.4388
102 O 1.8049 -0.9528 5.6131
103 C 0.6380 -0.2130 5.9283
104 N 5.4350 -0.1299 5.3393
105 H 3.3843 -2.0116 7.2998
106 H 4.4186 -0.6435 7.7011
107 H 5.1846 -2.0780 7.1488
108 H 4.1938 -1.6762 4.8173
109 H 2.8520 0.2912 4.4122
110 H 2.9505 0.7502 6.1465
111 H 0.7064 0.1519 6.9622
112 H -0.2286 -0.8639 5.8495
113 H 0.5572 0.6612 5.2755
114 H 5.3576 0.7826 5.7783
115 H 5.4504 0.0348 4.3366
116 C -2.2266 -7.6949 -0.0444
117 C -2.2662 -6.7811 1.1557
118 C -2.6122 -5.3454 0.7202
119 O -2.5571 -4.4472 1.7972
120 C -1.3395 -3.8251 2.0988
121 N -3.1516 -7.2655 2.1982
122 H -1.6642 -8.6043 0.1813
123 H -1.6710 -7.2295 -0.8633
124 H -3.2031 -7.9898 -0.4296
125 H -1.2547 -6.6530 1.5603
126 H -3.6249 -5.3426 0.2987
127 H -1.9370 -4.9829 -0.0688
128 H -1.2108 -2.9187 1.4851
129 H -0.4527 -4.4438 1.9406
130 H -1.4196 -3.4366 3.1126
131 H -3.1200 -6.6087 2.9744
132 H -4.1086 -7.1562 1.8610
133 O -4.2649 3.0489 -1.7606
134 H -4.3956 3.9854 -1.9297
135 H -3.3679 2.9948 -1.3725
136 O 0.0703 4.1400 2.1294
137 H -0.1960 3.6500 1.3400
138 H -0.1882 5.0481 1.9455

Cartesian forces (eV/Å) of the 6 atoms listed first:
C -1.6 -0.3 0.9
O 0.8 -0.6 -0.8
O 0.5 0.9 -0.4
C -0.7 0.3 -1.2
F 0.2 -0.1 0.3
F 0.1 -0.1 0.1

Computed properties:
gap between HOMO and LUMO: 8.79 eV
ΔE to the lowest compared entry with this formula, charge and spin: 0.0000 eV
charge: -1
total energy: -3105.1922 Eh

---

Record 3
Computed, not measured: 14 unconnected molecules or ions with the total composition C28H84O14 in a non-equilibrium geometry, with ωB97M-V/def2-TZVPD.

Cartesian coordinates (Å):
1 C -1.6944 -4.0830 0.9163
2 C -2.8406 -3.9562 -0.0711
3 O -2.5932 -2.8313 -0.8610
4 H -1.3578 -3.0947 1.2297
5 H -0.8284 -4.6143 0.5215
6 H -1.9496 -4.6852 1.7883
7 H -3.7660 -3.7409 0.4630
8 H -2.9987 -4.8784 -0.6304
9 H -3.2920 -2.7998 -1.5185
10 C -1.5400 5.1974 2.6098
11 C -1.2160 4.2259 1.5004
12 O -1.8342 2.9873 1.8103
13 H -0.9765 5.0223 3.5263
14 H -2.6065 5.1140 2.8186
15 H -1.2457 6.1541 2.1783
16 H -0.1290 4.1698 1.4417
17 H -1.6006 4.5905 0.5479
18 H -1.8221 2.3455 1.0965
19 C -2.5896 -0.9996 -3.5195
20 C -3.3401 -2.1032 -4.1641
21 O -4.0619 -2.8129 -3.1893
22 H -3.1862 -0.5565 -2.7222
23 H -2.2593 -0.2766 -4.2653
24 H -1.6508 -1.3566 -3.0962
25 H -2.7869 -2.7279 -4.8653
26 H -4.0661 -1.5308 -4.7416
27 H -4.3347 -3.7135 -3.3796
28 C 6.0016 -0.8548 -1.5823
29 C 4.7178 -1.6171 -1.1542
30 O 4.1054 -2.2379 -2.2434
31 H 6.8279 -1.4145 -2.0206
32 H 6.4474 -0.2865 -0.7660
33 H 5.7356 -0.2541 -2.4520
34 H 4.0764 -0.8531 -0.7148
35 H 4.9111 -2.3437 -0.3650
36 H 3.4547 -1.7166 -2.7192
37 C 3.4801 1.9405 2.9089
38 C 4.6754 1.1454 2.3671
39 O 5.5367 1.9920 1.6585
40 H 3.8620 2.8277 3.4141
41 H 2.8677 1.2664 3.5077
42 H 2.8204 2.2041 2.0821
43 H 4.4545 0.4491 1.5581
44 H 5.0877 0.5583 3.1878
45 H 6.2308 2.2218 2.2806
46 C -2.3856 3.2575 -2.2869
47 C -3.6467 2.9857 -1.4554
48 O -4.6261 3.9060 -1.8840
49 H -2.4585 3.0480 -3.3541
50 H -1.5961 2.6311 -1.8717
51 H -2.0574 4.2952 -2.2259
52 H -3.3664 3.1057 -0.4089
53 H -4.0420 1.9722 -1.5236
54 H -4.8460 3.6356 -2.7785
55 C 0.7931 1.1974 0.0836
56 C -0.1453 -0.0256 -0.0918
57 O -1.4811 0.4787 -0.2730
58 H 0.5706 1.8641 -0.7496
59 H 1.8414 0.9663 -0.1060
60 H 0.8010 1.6031 1.0953
61 H -0.0604 -0.6978 0.7620
62 H 0.1183 -0.5542 -1.0079
63 H -2.1321 -0.1709 0.0025
64 C -1.3737 -1.6126 5.8730
65 C -1.7839 -1.8529 4.4140
66 O -0.7249 -1.6278 3.6189
67 H -2.2121 -1.9470 6.4841
68 H -1.1528 -0.5465 5.9251
69 H -0.5190 -2.1450 6.2904
70 H -2.4946 -1.1100 4.0520
71 H -2.1698 -2.8680 4.3200
72 H -0.5057 -0.6933 3.6345
73 C 3.3440 4.5597 -1.6099
74 C 4.4998 3.5712 -1.3294
75 O 4.0682 2.6197 -0.3900
76 H 3.6573 5.3824 -2.2527
77 H 3.1297 4.9778 -0.6264
78 H 2.5963 3.9037 -2.0556
79 H 5.3351 4.0702 -0.8380
80 H 4.7734 2.9488 -2.1814
81 H 4.5924 2.5401 0.4104
82 C -1.6044 2.4354 5.3416
83 C -0.2362 2.1718 4.7889
84 O -0.3003 1.4960 3.5341
85 H -1.6516 2.8935 6.3295
86 H -2.2840 1.5833 5.3562
87 H -2.1572 3.1995 4.7952
88 H 0.3436 1.5336 5.4557
89 H 0.2776 3.1233 4.6521
90 H -0.6628 2.1490 2.9310
91 C -5.6738 -0.5297 -1.1117
92 C -6.8017 -1.4948 -0.7618
93 O -7.9681 -1.0163 -1.3468
94 H -4.7279 -0.9385 -0.7562
95 H -5.9232 0.4334 -0.6665
96 H -5.5562 -0.4948 -2.1947
97 H -7.0161 -1.5689 0.3043
98 H -6.5493 -2.5094 -1.0699
99 H -7.9415 -0.9336 -2.3029
100 C 2.4429 -3.0159 1.3121
101 C 2.2793 -2.6226 2.8059
102 O 1.3435 -3.4743 3.4149
103 H 2.8570 -4.0073 1.1284
104 H 3.1179 -2.3694 0.7513
105 H 1.5340 -3.1017 0.7165
106 H 1.9211 -1.5937 2.7710
107 H 3.1398 -2.7777 3.4568
108 H 0.5013 -3.0154 3.3730
109 C 0.9079 -3.3064 -2.9005
110 C 2.0436 -4.2173 -3.4221
111 O 2.6647 -4.7643 -2.3037
112 H 0.1424 -3.7499 -2.2637
113 H 0.3694 -2.9015 -3.7574
114 H 1.3306 -2.4756 -2.3354
115 H 2.7175 -3.7408 -4.1342
116 H 1.6016 -5.0275 -4.0020
117 H 2.9938 -4.0155 -1.8012
118 C 1.6658 -0.0008 -4.9970
119 C 1.5305 0.6238 -3.5910
120 O 2.4737 0.0183 -2.7026
121 H 2.6832 0.1755 -5.3461
122 H 0.9413 0.5018 -5.6378
123 H 1.4759 -1.0722 -5.0619
124 H 0.5093 0.4105 -3.2753
125 H 1.6341 1.7086 -3.6147
126 H 2.5438 0.5381 -1.8985

Cartesian forces (eV/Å) of the 6 atoms listed first:
C 0.3 -0.6 0.1
C 0.0 0.1 1.3
O 0.6 0.4 -0.5
H -0.1 0.0 0.1
H 0.0 0.2 -0.4
H -0.3 0.2 0.1

Computed properties:
gap between HOMO and LUMO: 9.79 eV
ΔE to the lowest compared entry with this formula, charge and spin: 3.0691 eV
total energy: -2170.3674 Eh

---

- What is the formula in the first record?
  C28H79AlF2N7O16S2